[1]
ORCA calculation (ωB97M-V/def2-TZVPD) on a 2-piece molecular cluster, C15H16ClN2O8 overall in a non-equilibrium geometry.

Bonds (Å) are listed after each position.
Atoms and positions in Å:
1 C 5.20453 -0.08700 -0.83963  C2 1.505, H13 1.089, H14 1.093, H15 1.092
2 C 4.49530 -0.15062 0.48575  C1 1.505, O3 1.427, H16 1.100, H17 1.094
3 O 3.31069 -0.93241 0.33792  C2 1.427, C4 1.343
4 C 2.48019 -0.87937 1.39234  O3 1.343, C5 1.515, O12 1.225
5 C 1.34353 -1.87791 1.31730  C4 1.515, Cl6 1.704, C7 1.514
6 Cl 1.26315 -2.79660 2.75045  C5 1.704
7 C 1.15238 -2.79032 0.12386  C5 1.514, O8 1.224, O9 1.344
8 O 0.28278 -3.65227 0.11860  C7 1.224
9 O 2.04524 -2.62219 -0.86665  C7 1.344, C10 1.435
10 C 1.89917 -3.65477 -1.85280  O9 1.435, C11 1.499, H18 1.104, H19 1.097
11 C 2.77148 -3.32422 -3.02565  C10 1.499, H20 1.086, H21 1.088, H22 1.089
12 O 2.61695 -0.14866 2.36661  C4 1.225
13 H 6.10733 0.50788 -0.70923  C1 1.089
14 H 5.50609 -1.06605 -1.22016  C1 1.093
15 H 4.58875 0.40400 -1.59560  C1 1.092
16 H 5.14134 -0.61220 1.24699  C2 1.100
17 H 4.16943 0.84325 0.80666  C2 1.094
18 H 2.18194 -4.62427 -1.40746  C10 1.104
19 H 0.83734 -3.66042 -2.12800  C10 1.097
20 H 2.63763 -4.11163 -3.76167  C11 1.086
21 H 2.47434 -2.38212 -3.48128  C11 1.088
22 H 3.83046 -3.27601 -2.77588  C11 1.089
23 O -0.69408 4.79026 6.03932  N24 1.252
24 N -1.50842 4.39982 5.17181  O23 1.252, O25 1.250, C26 1.435
25 O -2.15670 5.19542 4.45758  N24 1.250
26 C -1.64383 2.99074 4.93876  N24 1.435, C27 1.421, C36 1.415
27 C -2.36919 2.55811 3.79608  C26 1.421, C28 1.396, H37 1.095
28 C -2.12910 1.27569 3.30037  C27 1.396, C29 1.426, H38 1.092
29 C -1.28242 0.35440 3.98443  C28 1.426, C30 1.456, C35 1.437
30 C -1.24434 -1.04229 3.57418  C29 1.456, C31 1.357, H39 1.112
31 C -1.10270 -2.01184 4.51293  C30 1.357, N32 1.388, H40 1.103
32 N -1.66926 -3.26029 4.29890  C31 1.388, O33 1.262, O34 1.264
33 O -1.52890 -4.19713 5.13202  N32 1.262
34 O -2.38685 -3.34275 3.26143  N32 1.264
35 C -0.58942 0.83500 5.14794  C29 1.437, C36 1.387, H41 1.093
36 C -0.76227 2.12506 5.62847  C26 1.415, C35 1.387, H42 1.095
37 H -3.08369 3.24712 3.33365  C27 1.095
38 H -2.72096 0.88531 2.47022  C28 1.092
39 H -1.59867 -1.27823 2.54740  C30 1.112
40 H -0.55309 -1.85802 5.45651  C31 1.103
41 H -0.00437 0.11817 5.73043  C35 1.093
42 H -0.24759 2.49324 6.52199  C36 1.095

## Properties
Total energy (hartree): -1752.61861
M (g/mol): 387.75
Net charge: -1

Charges obtained by natural (NBO) population analysis, quoted in units of e: -0.618 -0.071 -0.514 0.750 -0.543 -0.053 0.741 -0.673 -0.515 -0.074 -0.619 -0.679 0.198 0.205 0.207 0.173 0.191 0.177 0.193 0.198 0.205 0.203 -0.397 0.504 -0.398 -0.003 -0.167 -0.192 -0.004 -0.101 -0.090 0.468 -0.398 -0.388 -0.182 -0.170 0.247 0.224 0.272 0.226 0.219 0.249

[2]
ORCA calculation (ωB97M-V/def2-TZVPD) on one molecule with the formula C6H11ClNO6P in a non-equilibrium geometry.

Bonds (Å) are listed after each position.
Atoms and positions in Å:
1 C 1.10925 1.99029 1.15505  C2 1.646, H16 1.186, H17 1.170, H18 1.194
2 C 0.42938 1.21967 -0.13028  C1 1.646, Cl3 1.891, C4 1.672, O9 1.471
3 Cl -0.46924 2.56107 -1.11409  C2 1.891
4 C 1.56100 0.61295 -1.20182  C2 1.672, C5 1.639, H19 1.170, H20 1.194
5 C 2.64216 -0.40101 -0.50220  C4 1.639, C6 1.639, H21 1.194, H22 1.170
6 C 2.05569 -1.87878 -0.10306  C5 1.639, N7 1.542, O8 1.347
7 N 1.66510 -2.21324 1.35114  C6 1.542, H23 1.047, H24 1.065
8 O 1.86110 -2.87652 -0.98739  C6 1.347
9 O -0.46144 0.10394 0.22400  C2 1.471, C10 1.471
10 C -1.78837 0.56055 0.66390  O9 1.471, O11 1.335, P12 1.943
11 O -2.05076 1.52112 1.55315  C10 1.335
12 P -3.30438 -0.38541 -0.09898  C10 1.943, O13 1.612, O14 1.745, O15 1.764
13 O -3.89453 -1.25491 1.12375  P12 1.612
14 O -4.57065 0.68582 -0.64021  P12 1.745, H25 1.009
15 O -2.81622 -1.57597 -1.30517  P12 1.764, H26 1.021
16 H 0.96948 3.16570 1.07374  C1 1.186
17 H 2.25524 1.79906 1.29364  C1 1.170
18 H 0.55708 1.60623 2.14100  C1 1.194
19 H 1.04355 0.19834 -2.16612  C4 1.170
20 H 2.18277 1.56973 -1.55200  C4 1.194
21 H 3.49490 -0.58915 -1.31608  C5 1.194
22 H 3.18963 0.02389 0.44054  C5 1.170
23 H 0.77750 -1.72485 1.61395  N7 1.047
24 H 1.39577 -3.24312 1.35501  N7 1.065
25 H -4.39179 0.90657 -1.60812  O14 1.009
26 H -3.44221 -2.38199 -1.26335  O15 1.021

## Properties
SMILES: C[C@@](Cl)(CCC(N)=O)OC(=O)P(=O)(O)O
Total energy (hartree): -1542.85865
M (g/mol): 259.58

Charges obtained by natural (NBO) population analysis, quoted in units of e: -0.693 0.322 -0.093 -0.432 -0.521 0.677 -0.879 -0.586 -0.568 0.508 -0.484 2.067 -1.019 -0.906 -0.963 0.255 0.232 0.256 0.260 0.242 0.265 0.242 0.389 0.393 0.504 0.532